ORCA calculation (wB97M-V/def2-TZVPD) on a single CH5FP2 molecule at a distorted geometry.

The calculation puts the lowest unoccupied orbital energy at 0.835 eV. The max |F| comes out at 0.078 hartree/bohr. Its energy above the lowest of the compared OMol25 structures with the same formula, charge and spin is 1.8593 eV. Its HOMO-LUMO gap is 0.38883 Ha. The SMILES is FC(P)P. For the energy, the calculation gives -22411.0508 eV.

Last column: Mulliken charge in e.
Positions of all 9 atoms, in Å:
F (-0.15574, -1.38400, 1.18198)  -0.28
C (-0.20379, -0.07936, 0.61771)  0.00
P (1.36381, -0.01663, -0.49747)  -0.12
P (-1.66081, 0.19218, -0.38483)  -0.08
H (-0.06012, 0.64694, 1.48365)  0.28
H (2.54067, 0.12556, 0.36910)  0.07
H (1.01226, 1.40153, -0.78462)  0.06
H (-1.94305, -1.19191, -0.47387)  0.07
H (-0.89323, 0.30570, -1.51166)  0.02